Record 1
Density functional theory data (ωB97M-V with the def2-TZVPD basis set) for 3 unconnected molecules or ions with the total composition C14H32BO14S3 at a distorted geometry.

Output
- E_HOMO: -4.58 eV
- Charge: -1

Geometry (Å):
1 C 0.48682 -2.80812 -1.27295
2 C -0.69050 -1.98980 -1.78061
3 O -0.91545 -0.83961 -1.00048
4 C -0.21858 0.31278 -1.49887
5 C -0.86419 0.91522 -2.75555
6 B 0.04308 1.31778 -4.06943
7 O -0.98733 1.73625 -5.13441
8 C 0.93987 2.70267 -3.88089
9 C 1.03948 3.24563 -2.45691
10 C 1.99718 4.45900 -2.44595
11 S 2.85569 4.71833 -0.91485
12 O 2.97633 3.52626 -0.13841
13 O 4.09035 5.37011 -1.19552
14 O 1.92321 5.76373 -0.12691
15 C 0.88296 0.08507 -4.78084
16 C 1.97826 -0.64898 -4.04449
17 C 3.09065 0.23049 -3.51732
18 O 2.58848 -1.64339 -4.93365
19 H 0.63952 -3.61045 -1.98509
20 H 1.35551 -2.16162 -1.25121
21 H 0.27424 -3.18849 -0.28844
22 H -0.59263 -1.77961 -2.84402
23 H -1.57276 -2.61919 -1.67072
24 H 0.85029 0.10748 -1.58488
25 H -0.31533 1.02614 -0.68715
26 H -1.39865 1.81178 -2.45211
27 H -1.63931 0.23423 -3.09527
28 H -1.32856 0.94184 -5.56969
29 H 1.95011 2.59389 -4.27293
30 H 0.49484 3.48907 -4.48770
31 H 1.46729 2.51853 -1.77841
32 H 0.07590 3.59273 -2.10410
33 H 1.47910 5.35731 -2.75407
34 H 2.78610 4.26687 -3.15705
35 H 1.71381 5.32610 0.72005
36 H 1.34508 0.50985 -5.67571
37 H 0.19614 -0.67710 -5.15085
38 H 1.62436 -1.24899 -3.21714
39 H 2.67041 0.93108 -2.80149
40 H 3.57134 0.82207 -4.29007
41 H 3.79871 -0.36785 -2.95881
42 H 3.15393 -1.12866 -5.53298
43 C -2.17146 -3.06592 3.35793
44 C -2.67657 -4.41417 3.82369
45 O -2.26320 -5.32475 2.79586
46 S -0.86552 -4.83121 2.17589
47 O 0.19170 -5.54504 2.79772
48 O -1.00487 -4.77005 0.77009
49 O -0.88992 -3.35035 2.77572
50 H -2.81846 -2.64131 2.58846
51 H -2.06419 -2.35746 4.16928
52 H -3.75666 -4.44254 3.93227
53 H -2.20547 -4.71641 4.76233
54 C -1.20954 0.80876 7.69385
55 C -1.87346 -0.42784 8.26171
56 O -3.19613 -0.40268 7.70778
57 S -3.15186 0.23995 6.23891
58 O -3.10130 -0.80313 5.27790
59 O -4.12140 1.26638 6.17000
60 O -1.69080 0.88365 6.34681
61 H -1.51991 1.71082 8.22441
62 H -0.12565 0.73944 7.69332
63 H -1.92730 -0.41694 9.34616
64 H -1.37382 -1.33961 7.92779

Here are the Mulliken charges for atoms 1 to 2, given in e:
1 C -0.820
2 C -0.249


Record 2
Density functional theory data (ωB97M-V with the def2-TZVPD basis set) for 2 unconnected molecules or ions with the total composition C5H14BrNO at a distorted geometry.

Output
- E_HOMO: -7.60 eV
- Energy relative to the best compared isomer or geometry (same formula, charge and spin): 26.2 kJ/mol
- Charge: 0

Geometry (Å):
1 Br 3.30703 0.29158 -1.43503
2 C 0.44136 1.07873 1.01186
3 N -0.55074 0.37842 0.14932
4 C -1.93721 0.72629 0.52252
5 C -0.29855 0.89720 -1.21369
6 C -0.44737 -1.15398 0.23616
7 C 0.82715 -1.68130 -0.32276
8 O 1.74288 -1.60225 0.72835
9 H 0.11134 2.08959 1.21848
10 H 1.39676 0.96852 0.53388
11 H 0.53108 0.41694 1.94559
12 H -2.06778 1.80562 0.43876
13 H -2.17882 0.47245 1.51365
14 H -2.63360 0.28711 -0.19806
15 H -0.71732 0.14876 -1.88818
16 H 0.75302 1.08325 -1.38341
17 H -0.81391 1.82373 -1.21693
18 H -1.34672 -1.50438 -0.30883
19 H -0.49635 -1.37738 1.31092
20 H 1.11393 -1.06606 -1.21411
21 H 0.69727 -2.73457 -0.68036
22 H 2.56654 -1.34829 0.25189

Here are the Mulliken charges for atoms 1 to 2, given in e:
1 Br -0.731
2 C -0.746


Record 3
Density functional theory data (ωB97M-V with the def2-TZVPD basis set) for 19 unconnected molecules or ions with the total composition C40H110ClF4N2O21S2 at a distorted geometry.

Output
- E_HOMO: -11.20 eV
- Charge: +1

Geometry (Å):
1 C 4.50115 -4.13231 0.84148
2 C 3.68403 -3.78349 -0.42725
3 F 3.72613 -4.82252 -1.35764
4 C 2.21282 -3.36986 -0.12127
5 C 1.48393 -4.14760 0.99908
6 C 1.72118 -5.69767 0.81934
7 C 0.50047 -6.45116 0.21035
8 O 0.95766 -6.50565 1.65882
9 C 1.52167 -3.83674 -1.42249
10 N 1.56748 -2.96453 -2.34591
11 C 1.20926 -3.33086 -3.71086
12 C -0.05852 -2.67887 -4.28748
13 C -1.29492 -2.75789 -3.38035
14 S -2.34419 -4.22419 -3.71375
15 C 2.07736 -1.70659 -1.74576
16 C 1.57389 -0.44088 -2.46643
17 C 2.38383 -0.11119 -3.74711
18 C 1.96712 1.24262 -4.36351
19 F 1.91115 1.15282 -5.67307
20 F 2.89490 2.13409 -4.03771
21 F 0.81992 1.64914 -3.87340
22 C 1.88113 -1.82667 -0.20648
23 C 2.66764 -0.82898 0.68086
24 C 4.17183 -0.60772 0.42590
25 C 4.55728 0.20047 -0.84893
26 N 5.46664 -0.52777 -1.76311
27 C 0.37556 -1.44715 0.06943
28 C 0.00125 -1.55722 1.56684
29 C -1.42506 -0.85202 1.77483
30 C -2.48743 -1.87509 2.27875
31 S -3.23102 -2.86875 0.97611
32 O -4.36406 -3.53663 1.50952
33 O -2.24407 -3.80693 0.51366
34 Cl -3.92394 -1.67087 -0.55280
35 H 5.45867 -3.60726 0.81876
36 H 4.62207 -5.20568 0.97793
37 H 3.98236 -3.73094 1.72026
38 H 4.24141 -2.97492 -0.90336
39 H 1.80241 -3.90560 2.01325
40 H 0.41193 -4.04948 0.82621
41 H 2.71103 -6.04003 0.52015
42 H -0.50139 -6.08392 0.40197
43 H 0.76608 -7.46566 -0.06123
44 H 1.06431 -4.79074 -1.66743
45 H 2.04322 -3.08121 -4.37975
46 H 1.08613 -4.41511 -3.82767
47 H -0.31264 -3.19498 -5.21966
48 H 0.15055 -1.64257 -4.56757
49 H -1.92404 -1.90235 -3.63194
50 H -1.09123 -2.69263 -2.30946
51 H -2.16708 -5.01431 -2.62969
52 H 3.13520 -1.70966 -2.06150
53 H 0.50598 -0.47077 -2.70528
54 H 1.67383 0.40539 -1.77622
55 H 3.45363 -0.02337 -3.53956
56 H 2.26309 -0.88115 -4.51199
57 H 2.56605 -1.18075 1.71420
58 H 2.14878 0.13411 0.61621
59 H 4.53081 -0.00349 1.27048
60 H 4.78447 -1.51298 0.47552
61 H 3.70096 0.61778 -1.38433
62 H 5.14237 1.07350 -0.53314
63 H 4.99216 -0.82526 -2.60035
64 H 5.93023 -1.28580 -1.28666
65 H -0.25825 -2.15866 -0.48236
66 H 0.12530 -0.43080 -0.24190
67 H -0.14452 -2.57109 1.94169
68 H 0.66755 -1.03540 2.24981
69 H -1.34331 -0.09576 2.58182
70 H -1.76816 -0.31489 0.88579
71 H -3.25800 -1.29047 2.79982
72 H -2.00150 -2.49301 3.03832
73 C -1.79776 1.09705 -4.92525
74 O -2.17684 -0.14903 -5.52358
75 H -1.02485 0.90845 -4.19781
76 H -1.41547 1.77394 -5.69247
77 H -2.65223 1.54660 -4.42438
78 H -2.86699 0.03501 -6.16688
79 C -1.93006 2.93787 3.71834
80 O -1.15290 1.78832 4.07536
81 H -1.71886 3.19329 2.68335
82 H -2.99316 2.71480 3.82652
83 H -1.66047 3.77891 4.36205
84 H -1.35531 1.58223 4.99424
85 C -3.93001 4.37183 -2.86548
86 O -3.52801 3.03665 -2.55882
87 H -3.09854 5.04134 -2.65921
88 H -4.20126 4.44837 -3.92278
89 H -4.77794 4.65372 -2.24457
90 H -4.28552 2.46161 -2.74809
91 C -6.26277 5.72138 0.10486
92 O -5.36057 6.41217 -0.75908
93 H -6.13537 4.65275 -0.05906
94 H -6.04052 5.95342 1.14843
95 H -7.29280 5.99920 -0.12221
96 H -5.48087 7.35303 -0.60799
97 C -7.55061 -2.57102 2.96500
98 O -7.09377 -2.94634 1.67344
99 H -8.43434 -1.94442 2.85584
100 H -7.80924 -3.45696 3.55101
101 H -6.76281 -2.00848 3.47415
102 H -6.31105 -3.49377 1.80838
103 C -5.54264 0.68328 4.54377
104 O -5.07308 -0.15747 3.48711
105 H -4.94736 0.48834 5.43281
106 H -5.43278 1.73491 4.25958
107 H -6.59326 0.46187 4.75666
108 H -5.61036 0.02875 2.71141
109 C 0.80526 5.60011 4.72224
110 O 1.32304 4.30653 5.02932
111 H 1.62154 6.31596 4.76301
112 H 0.37619 5.60019 3.71661
113 H 0.04318 5.88047 5.45411
114 H 0.58710 3.68877 4.98804
115 C -9.10816 4.80306 3.21773
116 O -8.20370 4.64530 2.11994
117 H -9.08833 5.84160 3.52935
118 H -10.12275 4.53649 2.91269
119 H -8.79357 4.17011 4.05133
120 H -8.23162 3.72192 1.85722
121 C 8.74643 0.80821 -3.53449
122 O 8.23832 1.50460 -2.40247
123 H 9.26110 1.51883 -4.17539
124 H 9.45088 0.03802 -3.21023
125 H 7.92329 0.35032 -4.09138
126 H 7.78641 0.85944 -1.85091
127 C -6.82159 -0.55758 -2.68627
128 O -7.09448 0.14765 -1.47512
129 H -6.60430 0.16726 -3.46399
130 H -5.95839 -1.21309 -2.54993
131 H -7.69169 -1.14877 -2.97891
132 H -7.28708 -0.50742 -0.79605
133 C -2.05723 -5.80601 -7.35295
134 O -2.73213 -6.44350 -6.27804
135 H -2.28803 -6.34254 -8.26986
136 H -2.39419 -4.76924 -7.45032
137 H -0.97486 -5.82768 -7.18746
138 H -2.51518 -5.95395 -5.47743
139 C 3.00214 -6.93322 -5.16616
140 O 1.58840 -6.92471 -4.96808
141 H 3.44309 -6.16568 -4.53266
142 H 3.41584 -7.90545 -4.89080
143 H 3.23843 -6.71603 -6.21043
144 H 1.21647 -7.60663 -5.53410
145 C 11.52038 3.15118 -2.85298
146 O 12.24561 2.44033 -3.85995
147 H 11.90943 2.86896 -1.87826
148 H 11.64925 4.22687 -2.99636
149 H 10.46115 2.89333 -2.90750
150 H 11.88779 2.70362 -4.71100
151 C 13.05305 7.21227 -4.39393
152 O 13.37505 6.41237 -3.26009
153 H 12.38705 8.00915 -4.07309
154 H 13.96004 7.65124 -4.81688
155 H 12.54944 6.60733 -5.15333
156 H 13.96309 5.71459 -3.56140
157 C 0.01840 -1.33899 5.54768
158 O 0.73572 -0.66478 4.51353
159 H 0.16575 -2.41017 5.42726
160 H 0.39336 -1.03157 6.52589
161 H -1.05105 -1.11133 5.47455
162 H 0.59350 0.27599 4.63667
163 C -6.34461 7.91256 4.22268
164 O -6.95965 6.64420 4.43146
165 H -6.53774 8.53501 5.09238
166 H -5.26464 7.79380 4.09917
167 H -6.76488 8.39461 3.33584
168 H -6.77997 6.10633 3.65294
169 C 2.66731 1.33862 6.47237
170 O 2.07134 0.65140 7.57422
171 H 2.38478 0.83196 5.55447
172 H 2.30553 2.36899 6.43916
173 H 3.75520 1.32717 6.57118
174 H 2.32929 1.11358 8.37552
175 C -4.11066 0.85562 8.70331
176 O -3.83424 0.17031 7.48047
177 H -4.33539 1.89369 8.47192
178 H -4.97104 0.40411 9.20201
179 H -3.24123 0.81465 9.36297
180 H -3.63840 -0.74335 7.70363

Here are the Mulliken charges for atoms 1 to 2, given in e:
1 C -1.631
2 C 0.027


Record 4
Density functional theory data (ωB97M-V with the def2-TZVPD basis set) for a gas-phase ion, C8H10NOS (charge +1) at a distorted geometry.

Output
- E_HOMO: -13.01 eV
- Energy relative to the best compared isomer or geometry (same formula, charge and spin): 187.5 kJ/mol
- Charge: +1
- Structure (SMILES): C[C@]12C=CC(=O)[C@]13SCC[N@@H+]32

Geometry (Å):
1 C -1.52643 0.67889 -1.25909
2 C -0.20868 0.80841 -0.58482
3 C 0.46768 2.09675 -0.32056
4 C 1.72140 1.93853 0.20036
5 C 2.26201 0.58916 0.07919
6 O 3.39053 0.23115 0.21311
7 C 1.09124 -0.33219 -0.22895
8 S 1.03499 -1.97655 -0.91105
9 C -0.31082 -2.43373 0.24079
10 C -0.92407 -1.17846 0.97477
11 N 0.01202 -0.07794 0.70752
12 H -1.80638 1.56164 -1.65866
13 H -2.21437 0.32719 -0.54353
14 H -1.51215 -0.04750 -2.01992
15 H -0.04058 2.95583 -0.26057
16 H 2.24872 2.74169 0.60777
17 H 0.11929 -3.05380 0.94838
18 H -1.13260 -2.87699 -0.27985
19 H -1.92191 -0.97096 0.62042
20 H -0.87513 -1.46471 1.99809
21 H 0.12523 0.48359 1.47660

Here are the Mulliken charges for atoms 1 to 2, given in e:
1 C -1.593
2 C 0.695


Record 5
Density functional theory data (ωB97M-V with the def2-TZVPD basis set) for 2 unconnected molecules or ions with the total composition C3H7NO3 at a distorted geometry.

Output
- E_HOMO: -9.56 eV
- Energy relative to the best compared isomer or geometry (same formula, charge and spin): 190.5 kJ/mol
- Charge: 0
- Structure (SMILES): O=CCNC=O.O

Geometry (Å):
1 O 2.09212 1.99110 1.32279
2 C 1.31409 1.32503 0.72704
3 C -0.12988 0.87775 1.05475
4 N -0.49363 -0.31001 0.33793
5 C -1.15170 -1.37790 0.87842
6 O -1.36942 -1.43831 2.07577
7 H 1.58171 0.66108 -0.14451
8 H -0.76655 1.70794 0.71911
9 H -0.32051 0.63967 2.09931
10 H -0.25508 -0.54254 -0.61987
11 H -1.52649 -2.14200 0.18786
12 O 0.27199 -0.56185 -2.52622
13 H -0.37967 -0.28075 -3.15679
14 H 1.13303 -0.54921 -2.95559

Here are the Mulliken charges for atoms 1 to 2, given in e:
1 O -0.448
2 C 0.153


no.,gap between HOMO and LUMO (eV),energy (eV)
1,6.03,-76883.751
2,7.61,-78991.149
3,8.20,-134287.659
4,8.07,-22820.902
5,9.76,-10856.394